# C34H73N4O3

5 unconnected molecules or ions with the total composition C34H73N4O3 at a distorted geometry (wB97M-V/def2-TZVPD, OMol25).

```
114
C34H73N4O3 | OMol25 | wB97M-V/def2-TZVPD
O 0.6721 0.0210 0.5407
H 0.1434 0.6478 1.0718
C -0.9115 4.9049 -1.7567
C -0.2842 6.1215 -2.6202
C 0.8165 6.9075 -1.8127
C 2.2190 6.2014 -1.7308
C 2.7322 6.1199 -3.2155
C 1.8328 5.0810 -4.0952
N 0.3609 5.5554 -3.9375
O -0.6203 5.2907 -4.9168
C 2.0024 3.6529 -3.5502
C 2.2089 5.2001 -5.6004
C -1.5167 7.0409 -2.9371
H -1.1610 5.3545 -0.7956
H -0.2152 4.0814 -1.5984
H -1.7956 4.4112 -2.1601
H 0.6072 6.9652 -0.7445
H 0.8910 7.9098 -2.2346
H 2.1437 5.2751 -1.1613
H 2.7932 6.9564 -1.1936
H 3.7205 5.6654 -3.2839
H 2.7883 7.1078 -3.6729
H 1.0148 3.1987 -3.6299
H 2.1555 3.4733 -2.4861
H 2.6083 2.9565 -4.1299
H 1.8534 6.1350 -6.0336
H 1.8646 4.4425 -6.3044
H 3.2980 5.2424 -5.6159
H -2.2712 6.5751 -3.5711
H -1.1543 7.9746 -3.3672
H -2.0877 7.4745 -2.1161
C 6.7959 -2.2460 1.3253
C 5.7823 -2.2756 0.2136
C 6.3806 -3.2826 -0.8242
C 5.3200 -3.6457 -1.8376
C 3.8990 -3.9243 -1.2026
C 3.9246 -4.2086 0.3877
N 4.5208 -2.8943 0.9421
O 4.1945 -2.4533 2.2881
C 4.8085 -5.3815 0.7853
C 2.5426 -4.5002 0.8387
C 5.4687 -0.9364 -0.3865
H 6.9440 -3.1203 1.9591
H 6.6715 -1.3875 1.9853
H 7.7652 -2.0260 0.8779
H 6.7043 -4.2248 -0.3819
H 7.2511 -2.9776 -1.4051
H 5.7310 -4.4923 -2.3876
H 5.2504 -2.8124 -2.5368
H 3.5026 -4.7609 -1.7781
H 3.2454 -3.0766 -1.4084
H 5.4726 -5.8999 0.0936
H 4.2195 -6.1213 1.3274
H 5.3691 -5.0493 1.6590
H 1.8915 -3.6289 0.7683
H 2.5049 -4.9766 1.8183
H 2.1083 -5.2641 0.1938
H 5.1870 -0.0861 0.2347
H 4.5713 -1.2246 -0.9339
H 6.2310 -0.6104 -1.0940
C -3.8958 0.1051 9.6090
C -3.6200 0.1318 8.0822
C -2.2998 0.8435 7.7367
N -1.8761 0.8466 6.2310
C -1.6973 -0.6070 5.6833
C -0.6648 1.8176 6.1471
C -1.1741 3.0982 5.4885
C -2.7122 3.0154 5.4218
C -2.9361 1.5250 5.2701
H -3.0660 -0.3238 10.1707
H -4.8835 -0.3057 9.8180
H -4.0137 1.1180 9.9942
H -4.4834 0.5916 7.6014
H -3.4662 -0.9116 7.8068
H -1.4513 0.3585 8.2193
H -2.4920 1.8918 7.9654
H -2.7169 -0.9571 5.5223
H -1.1361 -1.1600 6.4365
H -1.1406 -0.5944 4.7462
H 0.0640 1.4426 5.4286
H -0.1908 1.7994 7.1285
H -0.6921 3.2797 4.5279
H -0.8505 3.9250 6.1208
H -3.1108 3.4177 4.4905
H -3.2291 3.4981 6.2512
H -2.7120 1.0734 4.3037
H -3.9596 1.2838 5.5570
C -5.2553 -6.6017 -2.1717
C -5.1360 -5.0829 -2.4974
C -3.7270 -4.6310 -2.8255
N -3.6104 -3.1189 -3.3687
C -4.1815 -2.1069 -2.3386
C -2.1343 -2.7850 -3.7604
C -2.3356 -1.9106 -5.0246
C -3.7553 -2.2396 -5.6494
C -4.4592 -3.0370 -4.6500
H -6.2873 -6.8156 -1.8934
H -4.7673 -7.0843 -1.3249
H -5.1322 -7.1516 -3.1047
H -5.4747 -4.5691 -1.5978
H -5.8603 -4.8299 -3.2717
H -3.1016 -5.1654 -3.5406
H -3.2827 -4.4070 -1.8557
H -4.2354 -1.1397 -2.8383
H -3.7450 -2.3246 -1.3638
H -5.2334 -2.3672 -2.2207
H -1.6970 -2.2220 -2.9358
H -1.5708 -3.6849 -4.0069
H -2.6222 -0.9600 -4.5748
H -1.4304 -1.7819 -5.6180
H -4.1799 -1.2778 -5.9368
H -3.5409 -2.5518 -6.6715
H -5.5055 -2.8147 -4.4404
H -4.2995 -3.9987 -5.1375
```

Charge   +3
LUMO level   -9.533 eV
HOMO-LUMO gap   0.0805 Ha
Calculated total energy   -48507.4397 eV
F_max   0.18576 Eh/bohr
ΔE to the lowest compared entry with this formula, charge and spin   445.9 kJ/mol

---

# C3H10N2O2

2 unconnected molecules or ions with the total composition C3H10N2O2 at a distorted geometry (wB97M-V/def2-TZVPD, OMol25).

```
17
C3H10N2O2 | OMol25 | wB97M-V/def2-TZVPD
N 0.5660 -2.3550 0.2970
C 0.7046 -1.0842 -0.3919
N 0.0198 0.0391 0.0177
C -1.4389 0.2135 -0.1341
C -1.9081 1.2860 -1.0434
O -2.5933 1.1177 -2.0282
H 1.1514 -3.1772 0.2320
H -0.4696 -2.6462 0.6328
H 1.7278 -0.7498 -0.1050
H 0.6251 -1.1830 -1.5261
H 0.3381 0.9257 -0.4732
H -1.7566 0.4497 0.8375
H -1.9175 -0.7166 -0.3835
H -1.6596 2.3570 -0.7683
O 2.4687 1.7141 1.2970
H 2.3141 2.6222 1.6596
H 1.8281 1.1869 1.8802
```

Charge   0
LUMO level   0.641 eV
HOMO-LUMO gap   0.3355 Ha
Calculated total energy   -10345.9423 eV
SMILES   NCNCC=O.O
F_max   0.10715 Eh/bohr
ΔE to the lowest compared entry with this formula, charge and spin   342.1 kJ/mol

---

# C28H36P2PbSi

A molecular structure, C28H36P2PbSi at a distorted geometry (wB97M-V/def2-TZVPD, OMol25).

```
68
C28H36P2PbSi | OMol25 | wB97M-V/def2-TZVPD
C 1.0715 1.9997 0.2288
C 0.1335 2.1215 -0.8205
C -1.1590 1.9392 -0.2775
H 0.3489 2.3150 -1.8568
C -1.0175 1.7075 1.1110
C 0.3588 1.7435 1.4270
H 0.7903 1.6040 2.4043
H 2.1417 2.0825 0.1352
H -2.0774 1.9505 -0.8387
H -1.8199 1.5288 1.8076
Pb 0.0000 0.0000 0.0000
C -1.4944 -3.8160 -5.4398
H -2.1915 -3.8213 -4.6066
H -1.7776 -3.0388 -6.1438
H -0.4910 -3.6225 -5.0712
Si -0.0815 -0.8833 -2.3545
C 1.5854 -0.8985 -3.2689
C 2.3790 0.2514 -3.3221
H 2.0267 1.1591 -2.8475
C 3.6173 0.2541 -3.9484
H 4.2080 1.1616 -3.9781
C 4.1042 -0.9100 -4.5285
H 5.0736 -0.9155 -5.0105
C 3.3355 -2.0651 -4.4886
H 3.7045 -2.9759 -4.9440
C 2.0907 -2.0525 -3.8731
H 1.4990 -2.9602 -3.8588
C -1.2347 0.1823 -3.4307
C -0.8331 0.7064 -4.6618
H 0.1308 0.4292 -5.0702
C -1.6477 1.5701 -5.3837
H -1.3087 1.9585 -6.3363
C -2.8959 1.9261 -4.8949
H -3.5330 2.5976 -5.4564
C -3.3185 1.4148 -3.6740
H -4.2929 1.6824 -3.2832
C -2.4944 0.5625 -2.9555
H -2.8381 0.1883 -1.9985
H -0.5752 -2.2956 -2.5987
H -1.5175 -4.7814 -5.9374
C 2.7702 -1.0168 3.1505
P 1.3583 -1.0246 1.9852
C 2.1608 -2.2473 0.8851
C -0.0390 -1.2533 3.2287
C 0.1676 -1.1172 4.6244
C -0.8815 -1.2778 5.5348
C -2.1644 -1.5770 5.0883
C -2.4113 -1.7107 3.7277
C -1.3647 -1.5524 2.8059
P -1.6322 -1.6066 1.0644
C -3.2753 -0.8491 0.8123
C -1.1036 -3.3236 0.7789
H 3.7231 -0.9120 2.5895
H 2.8024 -1.9565 3.7397
H 2.7101 -0.1301 3.8133
H 2.5521 -3.1047 1.4732
H 1.4715 -2.6240 0.1074
H 2.9996 -1.7548 0.3532
H 1.1227 -0.8831 5.0543
H -0.6975 -1.1633 6.5956
H -2.9725 -1.6922 5.8004
H -3.4163 -1.9314 3.4043
H -3.3409 0.1830 1.1865
H -3.5233 -0.8711 -0.2605
H -4.0505 -1.4537 1.3219
H -0.1198 -3.5353 1.2270
H -1.8300 -3.9987 1.2751
H -1.0981 -3.5376 -0.3091
```

Charge   +2
LUMO level   -7.068 eV
HOMO-LUMO gap   0.2537 Ha
Calculated total energy   -61303.2597 eV
F_max   0.11521 Eh/bohr

---

# C6H12N3S

A gas-phase ion, C6H12N3S (charge +1) at a distorted geometry (wB97M-V/def2-TZVPD, OMol25).

```
22
C6H12N3S | OMol25 | wB97M-V/def2-TZVPD
C 4.0723 1.2711 0.4008
C 4.6654 0.1837 -0.1504
C 2.2553 -0.0758 0.1845
C -2.1922 -1.2153 -1.0769
C -2.0000 -0.7050 1.3614
C -0.4500 0.5171 -0.1737
N 2.7484 1.1218 0.5837
N 1.0224 -0.4842 0.1948
N -1.5586 -0.3106 -0.0251
S 3.5493 -1.0553 -0.3667
H 4.5157 2.2061 0.4724
H 5.7370 0.1926 -0.3511
H -3.2019 -0.8044 -1.2512
H -1.5685 -1.0383 -1.9696
H -2.1048 -2.3249 -0.7932
H -1.3019 -0.3166 2.0622
H -2.9517 -0.2361 1.5765
H -2.2623 -1.8404 1.5518
H -0.3692 0.7856 -1.1942
H -0.2724 1.2292 0.5670
H 0.8322 -1.3928 -0.0502
H 2.3102 1.9835 0.9273
```

Charge   +1
LUMO level   -2.919 eV
HOMO-LUMO gap   0.3430 Ha
Calculated total energy   -21714.0793 eV
F_max   0.08499 Eh/bohr
ΔE to the lowest compared entry with this formula, charge and spin   137.7 kJ/mol

---

# C5H8O2

2 unconnected molecules or ions with the total composition C5H8O2 (wB97M-V/def2-TZVPD, OMol25).

```
15
C5H8O2 | OMol25 | wB97M-V/def2-TZVPD
C 1.1706 -1.4313 0.4643
C -0.0223 -0.9038 -0.2374
C -1.2768 -1.0602 -0.5541
C -0.5076 -0.1518 -1.4281
O -0.7164 1.2423 -1.4869
H 0.9122 -2.1404 1.2573
H 1.7527 -1.9648 -0.2959
H 1.8194 -0.6524 0.8799
H -2.1903 -1.6167 -0.4074
H -0.1916 -0.4718 -2.4223
H -1.2230 1.4724 -0.6922
C 0.1330 1.9289 1.2295
O -0.9605 1.4149 1.2696
H 0.5618 2.2934 0.2791
H 0.7389 2.0415 2.1443
```

Charge   0
LUMO level   0.591 eV
HOMO-LUMO gap   0.3548 Ha
Calculated total energy   -9406.1549 eV
SMILES   CC1=C[C@H]1O.C=O
F_max   0.01332 Eh/bohr
ΔE to the lowest compared entry with this formula, charge and spin   354.8 kJ/mol

---

# C6H15NO

C6H15NO in the gas phase at a distorted geometry (wB97M-V/def2-TZVPD, OMol25).

```
23
C6H15NO | OMol25 | wB97M-V/def2-TZVPD
C 2.3677 0.3646 -1.0701
C 0.8438 0.3132 -1.1351
C 0.2185 0.5803 0.2867
C -0.2509 2.0481 0.4238
C -0.9565 -0.3505 0.5529
N -1.9318 -0.2983 -0.5041
C -0.5116 -1.7871 0.7721
O -1.6293 -2.4843 1.3316
H 2.7826 -0.3428 -0.3607
H 2.7281 1.3618 -0.7997
H 2.8101 0.2021 -2.0588
H 0.4689 1.0665 -1.8215
H 0.5605 -0.6917 -1.4326
H 1.0084 0.3923 1.0169
H -0.1844 2.5890 -0.5240
H -1.2398 2.1090 0.8755
H 0.4402 2.6015 1.0654
H -1.3211 -0.0399 1.5545
H -2.1948 0.6621 -0.6844
H -2.7289 -0.8668 -0.2563
H 0.3471 -1.7882 1.4536
H -0.2574 -2.2477 -0.1854
H -1.3695 -3.3931 1.4997
```

Charge   0
LUMO level   0.928 eV
HOMO-LUMO gap   0.3691 Ha
Calculated total energy   -10002.5879 eV
SMILES   CC[C@@H](C)[C@@H](N)CO
F_max   0.03007 Eh/bohr
ΔE to the lowest compared entry with this formula, charge and spin   112.8 kJ/mol

---

# C3H10NO2

A molecular structure, C3H10NO2 at a distorted geometry (wB97M-V/def2-TZVPD, OMol25).

```
16
C3H10NO2 | OMol25 | wB97M-V/def2-TZVPD
C 1.0919 -0.3884 0.6977
O 2.6465 0.3512 0.3141
C 0.3247 -0.3196 -0.6008
C -0.1120 1.1234 -0.8536
N -0.8826 -1.1029 -0.4970
H 1.4952 -1.3644 0.9420
H 0.4509 -0.1110 1.5484
H 0.9306 -0.6709 -1.4415
H -0.5573 1.4923 0.0767
H -0.9208 1.2158 -1.5776
H 0.7200 1.7746 -1.1313
H -0.8038 -2.0727 -0.2385
H -1.7267 -0.5552 -0.0813
H 1.9188 0.5870 0.9228
H -3.2056 -0.4317 0.8054
O -2.6797 0.3790 0.8122
```

Charge   -1
LUMO level   3.970 eV
HOMO-LUMO gap   0.2630 Ha
Calculated total energy   -8854.9316 eV
F_max   0.08161 Eh/bohr
ΔE to the lowest compared entry with this formula, charge and spin   372.7 kJ/mol

---

# C5H11N

C5H11N in the gas phase at a distorted geometry (wB97M-V/def2-TZVPD, OMol25).

```
17
C5H11N | OMol25 | wB97M-V/def2-TZVPD
C -1.5798 -2.3847 1.0692
C -1.1262 -1.8114 -0.1069
C 0.1407 -1.1383 -0.3411
N -0.1494 0.3003 -0.4618
C 1.0942 1.0697 -0.2560
C 0.7541 2.5870 -0.1796
H -0.9532 -2.4348 1.9355
H -2.5151 -2.9007 1.0879
H -1.7243 -1.6916 -1.0224
H 0.5459 -1.4209 -1.3592
H 0.9332 -1.2934 0.4027
H -0.7838 0.5834 0.3248
H 1.7419 0.8437 -1.1209
H 1.5908 0.7226 0.7178
H 0.0380 2.8888 0.5855
H 0.3191 2.8612 -1.1336
H 1.6740 3.2194 -0.1420
```

Charge   0
LUMO level   1.182 eV
HOMO-LUMO gap   0.3777 Ha
Calculated total energy   -6852.0960 eV
SMILES   C=CCNCC
F_max   0.07358 Eh/bohr
ΔE to the lowest compared entry with this formula, charge and spin   138.2 kJ/mol

---

# C4H9N3

A gas-phase ion, C4H9N3 (charge +2) at a distorted geometry (wB97M-V/def2-TZVPD, OMol25).

```
16
C4H9N3 | OMol25 | wB97M-V/def2-TZVPD
C -2.0173 0.8366 0.1604
C -0.7889 0.2692 -0.1236
N 0.1228 -0.6362 1.1277
C 1.5139 -0.4139 0.9071
N 1.8873 -0.7911 -0.4174
C 0.9949 -0.6860 -1.3366
N -0.2389 -0.1684 -1.2566
H -2.5903 0.2034 0.8660
H -2.6253 0.9295 -0.8006
H -1.9771 1.8119 0.7271
H -0.2242 -0.3542 2.0471
H 2.0333 -1.0510 1.5475
H 1.8311 0.6236 1.0502
H 2.8672 -1.0634 -0.4763
H 1.0379 -1.0314 -2.3943
H -0.7470 0.1676 -1.9755
```

Charge   +2
LUMO level   -11.219 eV
HOMO-LUMO gap   0.3138 Ha
Calculated total energy   -8743.0012 eV
SMILES   CC1=[NH+]CNC=[NH+]1
F_max   0.16728 Eh/bohr
ΔE to the lowest compared entry with this formula, charge and spin   265.3 kJ/mol

---

# C43H53BrF5N10O4RbS2Te

A molecular structure, C43H53BrF5N10O4RbS2Te (wB97M-V/def2-TZVPD, OMol25).

```
120
C43H53BrF5N10O4RbS2Te | OMol25 | wB97M-V/def2-TZVPD
Rb -0.7560 -0.1823 0.3932
Br -5.7499 3.7956 -6.4401
C -4.1668 3.3340 -5.4733
C -3.3290 4.3325 -4.9932
C -2.1777 3.9884 -4.3131
C -1.7784 2.6216 -4.0544
O -0.7312 2.3515 -3.4365
C -2.7085 1.6245 -4.5590
C -2.5241 0.1891 -4.3720
N -1.7534 -0.3694 -3.5377
C -1.6050 -1.7525 -3.6031
C -1.1685 -2.3573 -4.7589
C -0.8957 -3.7365 -4.8058
C -1.0474 -4.5059 -3.6885
C -1.4980 -3.9209 -2.4857
C -1.6312 -4.6606 -1.2799
C -2.0428 -4.0508 -0.1462
C -2.3655 -2.6731 -0.2299
N -2.2733 -1.9512 -1.3021
C -1.8051 -2.5476 -2.4368
C -3.8442 2.0057 -5.2657
H -3.5730 5.3739 -5.1649
H -1.4925 4.7669 -3.9949
H -3.1558 -0.4341 -5.0297
H -0.9807 -1.7365 -5.6262
H -0.5376 -4.1774 -5.7280
H -0.8091 -5.5626 -3.7039
H -1.3724 -5.7135 -1.2861
H -2.1283 -4.5404 0.8130
H -3.2395 -1.2605 0.7172
H -4.5042 1.2329 -5.6457
C -0.4393 -0.5042 4.4097
C -1.8244 0.0421 3.9789
N -1.7391 1.2465 3.1888
C -1.6257 2.5142 3.8471
C -0.3460 2.7559 4.6526
S 1.2150 2.7297 3.7184
C 2.0899 1.3349 4.4852
C 1.9220 -0.0314 3.8062
N 0.5732 -0.3061 3.3921
H -0.5719 -1.5624 4.6749
H -0.1147 -0.0073 5.3283
H -2.4373 0.1710 4.8869
H -2.3368 -0.7189 3.3912
H -2.4089 1.2919 2.4343
H -2.4580 2.6952 4.5607
H -1.6953 3.2849 3.0759
H -0.2614 2.0444 5.4723
H -0.4379 3.7447 5.1097
H 1.7750 1.3041 5.5301
H 3.1492 1.5972 4.4878
H 2.3466 -0.7820 4.5019
H 2.5390 -0.0486 2.9052
H 0.6003 -1.0805 2.7371
N -1.7764 4.1442 -1.0732
C -0.6304 4.7063 -0.5740
C -0.2176 3.8770 0.4257
N -1.0690 2.8091 0.5324
C -1.9849 2.9917 -0.3853
C -3.1158 2.1031 -0.6162
N -3.5149 1.1503 0.2038
C -4.6374 0.6065 -0.3805
C -4.9014 1.2386 -1.5566
N -3.9374 2.2052 -1.6904
H -2.2370 4.3946 -1.9359
H -0.2165 5.6141 -0.9745
H 0.6383 3.9646 1.0728
H -5.1767 -0.2081 0.0782
H -5.6615 1.0898 -2.3014
H -3.7624 2.7322 -2.5344
C 2.0426 1.1466 -1.2545
N 2.5383 2.5187 -1.2074
C 2.1252 3.3462 -2.3279
C 3.3177 2.9513 -0.2178
S 3.8023 2.0113 1.0792
N 3.7495 4.2898 -0.3526
C 4.1106 4.9662 0.8829
C 4.7804 4.4673 -1.3628
H 2.7152 0.5193 -1.8467
H 1.0676 1.1512 -1.7367
H 2.0116 0.7470 -0.2479
H 1.0850 3.1196 -2.5716
H 2.7310 3.1363 -3.2159
H 2.2162 4.3993 -2.0701
H 3.3396 4.8135 1.6341
H 4.1970 6.0320 0.6615
H 5.0594 4.6019 1.2940
H 4.5186 3.9619 -2.2900
H 5.7438 4.0699 -1.0112
H 4.8989 5.5328 -1.5701
F -3.6476 -3.1502 3.7689
Te -5.4241 -2.8803 2.9592
F -7.2000 -2.1392 3.1504
F -5.5510 -1.9885 1.1096
F -5.9770 -3.6362 4.6695
F -4.9517 -1.1361 3.4521
O -2.7395 -2.0699 0.9266
C 6.0755 -5.9652 1.7540
C 4.8970 -5.1300 1.3216
C 3.5974 -5.5352 1.5896
C 2.5029 -4.7518 1.2410
C 1.1079 -5.2240 1.5535
C 2.7104 -3.5370 0.5823
C 4.0121 -3.1234 0.2824
C 4.2625 -1.8163 -0.4201
C 5.0848 -3.9208 0.6669
C 1.5148 -2.6565 0.2243
O 1.2993 -2.3980 -0.9728
O 0.8269 -2.2831 1.2134
H 5.7892 -7.0095 1.8856
H 6.4797 -5.6106 2.7059
H 6.8816 -5.9226 1.0197
H 3.4289 -6.4833 2.0919
H 1.1282 -6.1528 2.1250
H 0.5466 -5.3943 0.6326
H 0.5694 -4.4597 2.1120
H 3.5277 -1.6705 -1.2089
H 5.2667 -1.7880 -0.8462
H 4.1684 -0.9760 0.2731
H 6.0946 -3.5907 0.4406
```

Charge   -2
LUMO level   3.449 eV
HOMO-LUMO gap   0.2499 Ha
Calculated total energy   -181799.5549 eV
F_max   0.01792 Eh/bohr
ΔE to the lowest compared entry with this formula, charge and spin   50.0 kJ/mol

---

# C4H4O

C4H4O in the gas phase (wB97M-V/def2-TZVPD, OMol25).

```
9
C4H4O | OMol25 | wB97M-V/def2-TZVPD
C -1.1963 0.3327 0.0434
C 0.0755 -0.3358 -0.3391
O 0.6332 -1.2838 0.4983
C 1.0872 0.0944 -1.2513
C 1.6204 -0.3331 -0.0456
H -1.3964 1.1547 -0.6445
H -1.1402 0.6982 1.0728
H -2.0125 -0.3949 -0.0119
H 2.3291 0.0676 0.6779
```

Charge   0
LUMO level   0.985 eV
HOMO-LUMO gap   0.3695 Ha
Calculated total energy   -6255.0879 eV
F_max   0.01531 Eh/bohr
ΔE to the lowest compared entry with this formula, charge and spin   414.1 kJ/mol